43
Properties=species:S:1:pos:R:3:forces:R:3 method="wB97M-V/def2-TZVPD" charge=0 homo_lumo_gap_ev=7.676 e_homo_ev=-9.19 smiles="NB(O)c1cc(Cl)c2c(c1)C(=O)C=CC2=O.ClC(Cl)(Cl)Cl.ClC(Cl)(Cl)Cl.ClC(Cl)(Cl)Cl.ClC(Cl)(Cl)Cl" e_above_lowest_ev=6.0719
N 2.874 -2.852 0.157 -1.66 1.01 -0.29
B 2.316 -1.441 0.270 0.51 0.37 0.15
O 3.144 -0.300 0.026 -0.73 -2.88 0.30
C 0.723 -1.356 0.666 -3.41 0.50 0.47
C 0.179 -0.789 1.995 -2.10 -1.15 -1.74
C -1.353 -0.775 2.341 0.93 -1.69 -3.52
Cl -2.013 -0.142 3.909 1.13 -0.80 -2.06
C -2.317 -1.346 1.280 2.22 -0.72 -0.13
C -1.760 -1.902 -0.087 1.78 -0.28 1.44
C -0.258 -1.920 -0.432 -1.55 1.13 4.23
C -2.830 -2.505 -1.133 -0.40 0.32 -0.85
O -2.748 -2.360 -2.373 -0.03 -0.72 4.11
C -4.063 -3.281 -0.438 0.18 1.88 2.46
C -4.567 -2.768 0.796 1.42 -0.88 -2.23
C -3.914 -1.455 1.471 -0.71 1.32 0.53
O -4.593 -0.578 2.057 2.43 -3.40 -2.02
H 2.237 -3.440 0.734 0.72 0.37 -0.58
H 2.647 -3.147 -0.816 0.59 0.06 0.73
H 4.046 -0.680 -0.129 -0.93 0.62 0.13
H 0.915 -0.381 2.782 -1.82 -1.41 -1.91
H 0.135 -2.316 -1.427 -0.78 0.69 1.98
H -4.463 -4.219 -0.940 0.46 1.53 0.65
H -5.421 -3.319 1.328 1.31 1.25 -0.82
C -1.591 2.271 -1.065 0.07 0.01 0.06
Cl -2.291 2.308 -2.698 0.11 0.01 0.22
Cl -1.652 0.611 -0.430 -0.28 2.16 -1.06
Cl 0.099 2.816 -1.133 -0.31 -0.34 0.09
Cl -2.518 3.350 0.002 0.14 -0.11 -0.16
C 1.405 6.447 -1.859 -0.10 0.01 0.00
Cl 1.644 7.293 -0.315 -0.03 -0.16 -0.25
Cl 1.875 7.516 -3.197 -0.05 -0.18 0.21
Cl 2.413 4.981 -1.892 -0.07 0.33 -0.02
Cl -0.306 6.005 -2.031 0.30 0.25 -0.02
C 3.076 1.719 4.883 0.13 0.13 0.14
Cl 3.492 3.334 4.273 -0.09 -0.30 0.09
Cl 1.904 0.955 3.784 0.71 0.86 0.68
Cl 4.544 0.721 4.968 -0.26 0.15 -0.03
Cl 2.362 1.863 6.503 0.11 -0.04 -0.29
C 1.315 -1.793 -4.371 -0.19 0.05 -0.14
Cl 1.381 -0.019 -4.398 -0.01 -0.34 0.07
Cl 1.405 -2.416 -6.031 0.03 0.09 0.30
Cl 2.687 -2.422 -3.428 -0.07 0.06 -0.11
Cl -0.208 -2.316 -3.622 0.28 0.21 -0.83